No. 1
DFT (ωB97M-V/def2-TZVPD) results for a cluster of 2 separate species, CH5OS2 in total in a non-equilibrium geometry.

Last column: Mulliken charge in e.
Cartesian coordinates (Å):
O: 0.147446 1.043127 -0.413792  -0.32
H: 0.506000 1.650887 0.422882  0.15
C: -0.275325 -1.440845 -1.026094  -0.85
S: 0.431373 -0.352858 0.155494  0.09
S: 0.282232 2.910511 2.216731  -0.78
H: -0.368553 -2.379187 -0.490579  0.27
H: -1.346883 -1.358198 -1.325778  0.29
H: 0.536681 -1.608873 -1.909329  0.20
H: 0.087031 1.535439 2.370464  -0.05

Atoms 1-2, force components in eV/Å:
O 0.5 4.8 0.4
H -1.4 -0.1 -1.7

Summary:
Orbital gap = 6.69 eV
Charge = -1
HOMO energy = -3.13 eV
DFT total energy = -24835.6565 eV
Multiplicity = 1
Energy above the lowest of the compared OMol25 structures with the same formula, charge and spin = 147.6 kJ/mol


No. 2
DFT (ωB97M-V/def2-TZVPD) results for a cluster of 2 separate species, C26H42F7N6OP in total in a non-equilibrium geometry.

Last column: Mulliken charge in e.
Cartesian coordinates (Å):
C: 4.811605 -1.797111 2.286846  -0.65
C: 6.113553 -0.902420 2.113423  -0.55
C: 6.042983 0.091242 0.871341  -0.49
C: 5.979824 -0.660647 -0.522263  -0.23
C: 6.196949 0.278753 -1.774820  -1.05
C: 4.935098 1.136442 -2.193005  -0.64
C: 3.622750 0.255291 -2.408968  -0.08
C: 2.967207 0.387109 -3.841599  -0.86
C: 2.028463 1.649945 -4.050702  -1.01
C: 1.804803 2.551138 -2.774242  -0.58
C: 0.724026 2.040317 -1.765032  0.49
N: 0.182684 0.789441 -1.518847  0.45
N: 0.494843 -0.371934 -2.211071  -1.51
C: 0.947232 -1.261086 -1.430780  0.69
O: 1.264348 -1.859644 -0.504995  -0.31
C: -0.751855 0.860194 -0.453652  0.70
C: -1.614497 -0.234136 0.240530  -0.74
C: -2.574808 -1.023074 -0.760968  -0.40
C: -3.562510 -1.974646 -0.000957  0.53
C: -2.979161 -2.916249 0.990578  -0.22
C: -3.863638 -3.869993 1.718557  -0.73
C: -5.305277 -3.846155 1.405640  -0.21
C: -5.883571 -2.880822 0.430688  -0.44
C: -5.030477 -1.921818 -0.299050  -0.55
C: -0.776087 2.259136 -0.028339  0.25
C: -1.655671 2.779675 1.151792  -1.06
C: -1.089267 2.450012 2.618717  0.95
N: -0.650588 3.749305 3.216349  -0.83
N: -2.090841 1.856206 3.530828  -0.68
N: 0.089197 1.553383 2.639413  -0.60
N: 0.140665 2.930702 -0.886282  0.22
C: 0.332009 4.390295 -0.727026  -0.51
C: -0.993479 5.098049 -1.299158  -0.13
F: -0.670011 6.215772 -2.117842  -0.34
H: 4.200552 -1.506697 3.197807  0.30
H: 4.117581 -1.703719 1.406519  -0.04
H: 5.078194 -2.886018 2.450688  0.25
H: 6.252137 -0.333461 3.083189  0.31
H: 7.003741 -1.592532 2.030344  0.32
H: 5.103691 0.706249 1.022239  0.12
H: 6.953158 0.760383 0.957916  0.31
H: 5.036909 -1.274694 -0.549702  0.11
H: 6.842141 -1.397847 -0.517593  0.38
H: 7.010529 1.019060 -1.494774  0.38
H: 6.621271 -0.346686 -2.614975  0.32
H: 4.730808 1.855602 -1.344353  0.30
H: 5.219282 1.720324 -3.116494  0.42
H: 2.925801 0.430225 -1.543900  -0.13
H: 3.962630 -0.826151 -2.315310  0.53
H: 2.306464 -0.527258 -3.973431  0.25
H: 3.782070 0.275822 -4.611786  0.48
H: 2.540908 2.312013 -4.819129  0.37
H: 1.038214 1.376042 -4.530607  0.31
H: 2.758416 2.798205 -2.213238  0.28
H: 1.425626 3.553940 -3.152585  0.51
H: -2.254386 0.179992 1.075633  0.17
H: -0.926759 -0.983734 0.733213  0.38
H: -3.105497 -0.249305 -1.393134  0.37
H: -1.915181 -1.661184 -1.418168  0.18
H: -1.875099 -2.903470 1.192406  0.23
H: -3.447032 -4.602855 2.460331  0.34
H: -6.004973 -4.574668 1.915462  0.32
H: -6.979388 -2.866834 0.214220  0.38
H: -5.396633 -1.172278 -1.043275  0.29
H: -2.652457 2.248247 1.059122  0.41
H: -1.851288 3.881460 1.038683  0.16
H: 0.203709 4.029437 2.716615  0.23
H: -0.352710 3.586502 4.187500  0.32
H: -2.437213 2.630256 4.112360  0.34
H: -2.881321 1.455122 3.021366  0.26
H: -0.141269 0.607413 2.325806  0.20
H: 0.885892 1.946503 2.134986  0.27
H: 0.314259 4.603136 0.382726  0.15
H: 1.257020 4.783024 -1.224275  0.50
H: -1.647354 4.358432 -1.855491  0.22
H: -1.615225 5.501564 -0.453863  0.28
F: -10.059492 -7.087331 1.600625  -0.32
P: -8.755553 -6.147276 1.403318  1.00
F: -7.300976 -6.447054 2.068241  -0.34
F: -9.269529 -5.799638 2.899018  -0.34
F: -8.283396 -4.591424 1.301738  -0.30
F: -9.469048 -5.602417 0.053499  -0.35
F: -8.135726 -7.337093 0.495413  -0.34

Atoms 1-2, force components in eV/Å:
C -0.2 -0.1 0.4
C -0.3 -0.3 0.2

Summary:
Orbital gap = 6.39 eV
Charge = 0
HOMO energy = -8.58 eV
DFT total energy = -66939.2232 eV
Multiplicity = 1
Energy above the lowest of the compared OMol25 structures with the same formula, charge and spin = 0.0 kJ/mol


No. 3
DFT (ωB97M-V/def2-TZVPD) results for a structure of composition C12H36FHfO12 in a non-equilibrium geometry.

Last column: Mulliken charge in e.
Cartesian coordinates (Å):
Hf: -1.483274 -0.974907 1.455660  1.73
F: 0.053733 -0.028417 -0.112376  -0.20
C: 3.318906 -2.878745 -0.177363  -0.50
C: 4.327944 -2.183461 0.766384  -0.22
O: 4.942572 -1.041082 0.207307  -0.48
O: 2.223604 -2.153990 -0.719107  -0.35
H: 3.187543 -3.911527 0.145429  0.46
H: 3.970925 -3.083361 -1.026547  0.29
H: 5.053586 -2.931356 1.086045  0.42
H: 3.799620 -1.919378 1.682491  0.05
H: 4.211623 -0.425326 0.117030  0.34
H: 1.508636 -2.200522 -0.080155  0.12
C: -2.957753 -2.666684 -1.071982  -0.30
C: -3.694936 -3.314275 0.027740  -0.69
O: -2.944850 -3.244785 1.242821  -0.41
O: -2.535673 -1.424140 -0.617612  -0.17
H: -3.683113 -2.577108 -1.880653  0.43
H: -2.114670 -3.284586 -1.381040  0.34
H: -4.019395 -4.316402 -0.252590  0.50
H: -4.574760 -2.710467 0.250038  0.31
H: -3.247823 -3.990277 1.766311  0.30
H: -2.512665 -0.879155 -1.407591  0.19
C: -3.648329 2.095394 0.697068  -0.32
C: -4.753777 2.079013 -0.364907  -0.57
O: -4.244290 2.198749 -1.712012  -0.48
O: -2.602846 1.235852 0.252991  -0.17
H: -4.047382 1.713557 1.636786  0.37
H: -3.213474 3.077368 0.883433  0.32
H: -5.531012 2.782568 -0.066531  0.44
H: -5.277403 1.123038 -0.364652  0.23
H: -4.283533 3.133340 -1.927905  0.32
H: -2.098649 1.704615 -0.416077  0.11
C: -0.221908 -1.972508 4.444207  -0.67
C: 1.062148 -1.640967 3.734083  -0.42
O: 0.860312 -0.851365 2.602246  -0.32
O: -1.214651 -2.273001 3.490742  -0.41
H: -0.659945 -1.129917 4.979229  0.30
H: -0.026102 -2.741143 5.191846  0.48
H: 1.388638 -2.597909 3.326952  0.27
H: 1.826648 -1.202459 4.375449  0.59
H: 1.406178 -0.081241 2.776974  0.19
H: -1.681363 -3.028454 3.855542  0.29
C: 0.832725 2.994425 -4.115582  -0.42
C: 0.726115 1.617112 -3.461915  -0.17
O: -0.271573 1.673169 -2.409828  -0.49
O: 1.111265 4.020981 -3.183942  -0.41
H: -0.173776 3.200982 -4.479455  0.28
H: 1.565139 3.015632 -4.922566  0.41
H: 1.723803 1.374407 -3.096114  0.05
H: 0.430602 0.899349 -4.227147  0.45
H: -0.014522 1.084668 -1.696253  0.20
H: 0.765549 3.691907 -2.350999  0.31
C: 3.386986 1.926891 -0.550513  -0.34
C: 2.782486 3.332930 -0.416836  -0.61
O: 1.373492 3.399887 -0.416365  -0.53
O: 2.841812 0.986161 0.353212  -0.49
H: 4.470646 2.033185 -0.500706  0.49
H: 3.080675 1.486156 -1.499206  0.16
H: 3.112268 3.870086 -1.306111  0.39
H: 3.289449 3.818362 0.417093  0.43
H: 1.088744 3.356086 0.499388  0.30
H: 2.009075 0.733044 -0.051862  0.25

Atoms 1-2, force components in eV/Å:
Hf 2.5 0.8 -4.1
F -2.8 -1.8 3.1

Summary:
Orbital gap = 2.14 eV
Charge = +3
HOMO energy = -16.38 eV
DFT total energy = -41587.4889 eV
Multiplicity = 1


No. 4
DFT (ωB97M-V/def2-TZVPD) results for a cluster of 2 separate species, CH7N2S2 in total in a non-equilibrium geometry.

Last column: Mulliken charge in e.
Cartesian coordinates (Å):
C: 0.035991 -0.216813 0.905674  0.17
N: 0.530789 -0.941312 -0.196134  -0.07
N: 1.301573 0.370754 1.397648  -0.35
S: -2.482853 1.190700 -1.337087  -0.34
S: 0.457334 -2.461984 -0.560166  0.13
H: -0.734471 0.551526 0.606204  -0.05
H: -0.439007 -0.930375 1.621423  0.31
H: -1.743725 1.386108 -2.385328  0.19
H: 2.112480 -0.010332 0.940588  0.26
H: 1.422347 1.330437 1.385736  0.25
H: -1.885790 2.244840 -0.688230  0.20
H: 1.425332 -2.513548 -1.690329  0.30

Atoms 1-2, force components in eV/Å:
C -0.4 0.1 0.5
N -0.5 0.8 -0.1

Summary:
Expectation value of S² = 2.014
Orbital gap (spin up / spin down) = 9.10 / 4.52 eV
Charge = +1
HOMO energy (spin up / spin down) = -13.24 / -13.23 eV
DFT total energy = -25789.3601 eV
Multiplicity = 3
Energy above the lowest of the compared OMol25 structures with the same formula, charge and spin = 0.0 kJ/mol


Which formula does entry 2 have? C26H42F7N6OP


DFT total energy of number 2 (C26H42F7N6OP)? -66939.2232 eV